# 1
Formula: C17H26BIN7O3Ru
Source: the Open Molecules 2025 dataset
Level of theory: ωB97M-V with the def2-TZVPD basis set

Structure (XYZ):
```
56
Properties=species:S:1:pos:R:3:forces:R:3:mulliken_charge:R:1
Ru -0.183296 0.566419 -0.485920 -0.180 -0.620 0.000 0.773
C 2.101295 2.957641 0.472202 0.009 0.047 -0.024 -1.238
C 0.669407 3.142563 0.841398 0.068 -0.207 -0.086 0.392
C 0.070160 4.207711 1.502066 0.357 0.160 -0.018 -1.416
C -1.265182 3.905214 1.627284 -0.599 -0.087 0.056 0.845
C -2.365953 4.706798 2.242893 0.126 -0.101 -0.065 -1.295
N -1.472151 2.696034 1.055516 0.150 -0.116 0.379 0.404
N -0.281436 2.221119 0.588521 0.111 0.420 -0.196 0.694
B -2.669943 1.769201 1.023525 -0.069 0.157 -0.176 -0.907
N -2.196816 0.392758 1.699792 0.253 0.186 -0.446 0.197
N -1.064795 -0.312730 1.158884 -0.056 0.387 -0.117 0.591
C -0.839994 -1.375436 1.870246 -0.305 -0.046 0.344 0.539
C 0.229860 -2.361214 1.619948 0.061 -0.109 0.024 -0.869
C -1.825862 -1.411346 2.933360 -0.184 0.397 -0.175 -1.338
C -2.664061 -0.221092 2.740533 0.390 -0.764 0.269 1.087
C -3.815399 0.202654 3.565647 -0.040 0.049 0.003 -1.256
N -2.964946 1.439783 -0.451095 0.102 -0.648 0.189 0.308
N -1.959692 0.805536 -1.136405 -0.190 0.422 -0.053 0.785
C -2.446904 0.442594 -2.373790 0.106 0.057 0.167 0.415
C -1.618532 -0.309752 -3.355233 0.027 -0.035 -0.049 -1.223
C -3.748738 0.859671 -2.446265 -0.069 0.023 -0.103 -1.420
C -4.052959 1.484265 -1.222519 -0.154 0.140 0.076 0.930
C -5.322181 2.128178 -0.796535 0.055 -0.047 -0.029 -1.259
H 2.732331 3.175954 1.333040 0.005 0.013 -0.004 0.438
H 2.391240 3.648151 -0.321467 -0.018 0.012 0.005 0.332
H 2.318289 1.938406 0.153414 -0.032 -0.001 0.013 0.078
H 0.555869 5.103397 1.851500 0.034 -0.011 -0.001 0.562
H -1.961775 5.633254 2.641418 0.007 0.007 0.001 0.378
H -2.850105 4.169133 3.057500 0.016 -0.022 0.017 0.304
H -3.126663 4.957239 1.503899 -0.002 0.008 -0.022 0.304
H -3.613313 2.195433 1.601375 0.011 -0.052 -0.013 0.043
H 0.837325 -2.073114 0.768118 -0.034 0.009 -0.024 -0.218
H -0.209081 -3.345684 1.441563 -0.009 0.008 0.027 0.406
H 0.864902 -2.446563 2.504895 -0.036 -0.011 0.015 0.423
H -1.933192 -2.153423 3.712778 0.025 0.007 -0.035 0.502
H -3.998610 -0.506196 4.368660 0.021 -0.012 -0.014 0.391
H -4.713398 0.282765 2.950527 -0.006 -0.002 0.008 0.339
H -3.625938 1.186857 3.998801 -0.003 -0.003 0.009 0.335
H -0.693196 -0.700253 -2.924607 0.022 0.008 0.031 0.080
H -1.353291 0.312616 -4.211240 -0.025 0.019 0.003 0.333
H -2.178151 -1.165093 -3.733153 -0.021 0.027 -0.020 0.426
H -4.425010 0.740197 -3.277234 0.009 -0.019 0.007 0.557
H -6.071409 2.032245 -1.577469 0.001 -0.002 0.001 0.391
H -5.163005 3.189099 -0.597246 0.001 0.006 -0.006 0.313
H -5.708477 1.672191 0.115683 -0.001 -0.008 0.000 0.311
N 3.623598 -1.592083 -0.623111 -0.027 0.095 -0.033 -0.215
C 2.849468 -0.657956 -1.130568 -0.023 -0.155 0.128 0.295
O 1.714617 -0.425580 -0.608937 -0.108 0.008 0.502 -0.440
C 3.333950 0.071335 -2.332363 0.066 0.142 -0.003 -1.021
I 2.579052 -0.937892 -4.048241 -0.074 -0.052 -0.118 0.222
H 3.327839 -2.131165 0.176222 0.015 -0.021 0.006 0.219
H 4.515777 -1.819262 -1.039025 0.009 0.003 0.009 0.249
H 4.417798 0.092500 -2.396325 0.004 -0.048 -0.034 0.638
H 2.946585 1.082123 -2.363177 0.053 0.032 0.074 0.154
O 0.598226 1.615083 -2.150948 0.136 0.298 -0.435 0.261
O 0.120536 2.597492 -2.647284 0.015 0.050 -0.063 -0.127
```
Forces are in eV/Å.

Results
ΔE to the lowest compared entry with this formula, charge and spin   11.90 kcal/mol
LUMO (alpha / beta)   -10.15 / -12.70 eV
Maximum force   0.9 eV/A
HOMO (alpha / beta)   -17.510 / -17.505 eV
2S+1   5
Charge   +3

# 2
Formula: C17H26BNO5
Source: the Open Molecules 2025 dataset
Level of theory: ωB97M-V with the def2-TZVPD basis set

Structure (XYZ):
```
50
Properties=species:S:1:pos:R:3:forces:R:3:mulliken_charge:R:1
C -2.575245 3.686901 -2.076997 -0.257 0.187 -0.010 -0.198
C -2.090687 3.094851 -2.996286 0.538 -0.193 0.512 -0.184
C -1.265961 2.261605 -3.856730 -0.014 -0.012 -0.418 -0.627
C -1.529551 0.765882 -3.653695 -0.351 -0.070 -0.252 -0.585
O -1.603527 0.367842 -2.308278 0.158 -0.033 0.135 -0.443
C -0.315797 0.325408 -1.642996 -0.415 0.220 0.239 -0.764
B -0.337321 1.492435 -0.548035 0.724 0.297 -0.076 0.911
N 0.812706 2.349593 -0.405729 -0.471 -0.411 0.558 -0.581
O -1.426730 1.751414 0.222387 -0.356 0.047 -0.354 -0.616
C -0.089363 -1.117963 -1.156566 -0.509 0.092 -0.236 -0.189
C -0.551729 -1.452622 0.258482 0.102 -0.895 -0.187 -0.803
O -1.960759 -1.267359 0.382070 0.251 0.547 0.359 -0.356
C -2.391162 -1.241277 1.697929 -0.039 0.000 -0.286 0.476
C -3.242818 -0.224400 2.092348 -0.043 -0.040 -0.184 -0.310
C -3.689233 -0.160081 3.400825 0.099 0.088 -0.414 -0.726
C -3.280834 -1.113152 4.314695 -0.272 0.121 0.476 -0.410
C -2.456208 -2.146460 3.917173 0.074 0.047 -0.063 -0.578
C -2.013389 -2.211317 2.608928 0.254 -0.245 -0.111 -0.067
O 1.231564 -1.573438 -1.359901 0.025 -0.075 0.319 -0.488
C 2.231875 -0.867391 -0.648759 0.550 -0.174 -0.108 -0.116
C 3.310153 -1.813983 -0.123792 -0.174 0.529 0.439 -0.597
C 3.968593 -1.246403 1.137898 0.507 -0.020 -0.078 -0.695
C 4.497966 0.178946 1.005491 -0.593 0.345 -0.244 -0.363
O 5.135888 0.414705 -0.247726 0.244 -0.230 0.080 -0.558
H -2.996762 4.211765 -1.259357 -0.150 0.118 0.051 0.423
H -0.211293 2.479316 -3.685448 0.032 0.158 0.168 0.219
H -1.466777 2.527113 -4.894576 0.081 -0.188 -0.192 0.423
H -0.772339 0.177637 -4.179954 0.141 0.054 -0.058 0.324
H -2.487992 0.521297 -4.107516 -0.153 -0.061 0.120 0.456
H 0.456977 0.567575 -2.374550 0.171 -0.208 -0.079 0.578
H 0.681122 3.073731 0.288619 0.178 0.000 0.045 0.216
H 1.688121 1.867949 -0.262719 0.191 0.248 -0.360 0.194
H -2.187392 1.294279 -0.162341 -0.024 -0.055 0.121 0.288
H -0.715004 -1.739203 -1.796983 0.044 -0.017 -0.221 0.585
H 0.010898 -0.942692 1.042272 -0.214 0.361 0.067 0.468
H -0.338109 -2.519141 0.366147 0.154 -0.074 0.115 0.386
H -3.547859 0.505321 1.361331 -0.068 0.148 -0.035 0.365
H -4.335809 0.660423 3.669667 -0.098 0.003 0.229 0.382
H -3.615259 -1.044326 5.340109 -0.011 -0.049 0.065 0.375
H -2.140077 -2.900413 4.620216 -0.002 -0.092 0.111 0.398
H -1.372778 -3.021744 2.295522 0.068 -0.071 -0.016 0.359
H 1.837739 -0.304789 0.199550 -0.332 -0.006 0.004 -0.026
H 2.713043 -0.160681 -1.331622 -0.109 0.224 -0.019 0.345
H 2.840119 -2.747635 0.172596 -0.019 -0.240 -0.287 0.289
H 4.059186 -1.970415 -0.892078 0.037 -0.280 -0.077 0.276
H 3.248199 -1.268433 1.956595 -0.060 0.064 0.127 0.327
H 4.795179 -1.888567 1.442159 0.011 -0.169 -0.060 0.385
H 3.660063 0.874180 1.114235 -0.040 0.086 0.028 0.143
H 5.193836 0.427245 1.803710 0.132 -0.134 0.098 0.364
H 4.634537 1.066469 -0.738321 0.010 0.060 -0.041 0.324
```
Forces are in eV/Å.

Results
SMILES   C#CCCO[C@@H](B(N)O)[C@H](COc1ccccc1)OCCCCO
ΔE to the lowest compared entry with this formula, charge and spin   87.48 kcal/mol
LUMO   0.45 eV
Maximum force   0.9 eV/A
HOMO   -8.900 eV

# 3
Formula: C17H26F3IN4O5
Source: the Open Molecules 2025 dataset
Level of theory: ωB97M-V with the def2-TZVPD basis set

Structure (XYZ):
```
56
Properties=species:S:1:pos:R:3:forces:R:3:mulliken_charge:R:1
N -1.859588 -3.153369 1.103725 -0.110 0.152 -0.372 -0.977
N -1.448474 -1.797295 1.028190 -0.160 -0.348 -0.034 1.341
N -0.538587 -1.583616 0.108683 -0.175 -0.173 0.035 -1.191
C -0.058308 -0.369752 -0.008660 0.198 0.579 0.065 0.580
C 0.983836 -0.252263 -1.094760 -0.431 -0.757 0.230 -0.903
C 2.344783 -0.822162 -0.655156 -0.034 0.672 0.032 -0.496
O 2.539188 -0.633711 0.725790 0.197 -0.054 0.093 -0.464
C 2.579610 -2.264532 -1.063537 -0.161 0.062 -0.235 0.747
F 1.960171 -3.127803 -0.244692 0.000 -0.179 0.157 -0.248
F 2.143233 -2.508535 -2.309196 0.024 -0.014 -0.064 -0.267
F 3.884953 -2.558535 -1.040937 0.189 -0.097 0.123 -0.271
C -0.520425 0.722654 0.769561 -0.451 -0.519 0.462 0.614
C 0.059586 2.092379 0.603348 0.113 0.299 0.226 -1.531
C 0.668596 2.695551 1.876192 0.171 -0.178 0.049 -0.819
C 1.884158 1.961305 2.411945 -0.050 0.301 -0.071 -0.532
O 1.478310 0.843737 3.199868 0.060 -0.127 -0.150 -0.449
C -1.556306 0.454515 1.683673 0.659 -0.406 -0.479 1.604
C -2.272800 1.575280 2.473431 -0.388 0.495 -0.592 0.070
O -2.488188 2.588726 1.804385 0.144 0.320 -0.687 -0.704
O -2.608967 1.325666 3.622153 0.102 -0.673 1.239 -0.673
C -1.983419 -0.890803 1.842764 0.074 0.841 -0.209 0.278
C -2.996088 -1.311519 2.853651 -0.140 -0.568 0.603 -1.521
C -2.335028 -1.510235 4.238034 0.302 0.074 -0.512 -0.536
C -1.643997 -2.855858 4.391426 0.197 0.289 0.467 -1.092
I -2.874011 -4.335093 5.340074 0.013 -0.034 -0.289 0.011
H -2.853343 -3.163680 0.889815 -0.087 -0.055 0.174 0.264
H -1.413285 -3.599075 0.307144 0.286 0.043 0.069 0.306
H 1.059402 0.755435 -1.462427 0.160 0.194 -0.015 0.379
H 0.595183 -0.843049 -1.917667 0.079 0.025 -0.253 0.533
H 3.120940 -0.244509 -1.155134 0.116 -0.076 -0.256 0.304
H 2.632391 -1.469628 1.191610 -0.115 -0.056 0.049 0.355
H -0.733191 2.752766 0.272160 -0.293 0.060 0.001 0.595
H 0.829031 2.121985 -0.160110 0.067 -0.222 -0.117 0.151
H -0.054221 2.759974 2.677522 -0.298 0.061 0.122 0.371
H 0.968724 3.715754 1.648694 -0.012 0.155 -0.144 0.584
H 2.476533 2.656695 3.005794 0.001 0.038 0.226 0.556
H 2.527317 1.641586 1.592515 0.052 -0.235 -0.075 0.115
H 1.981912 0.855863 4.013811 0.017 -0.068 0.115 0.261
H -3.773899 -0.566070 2.929145 0.030 0.317 -0.030 0.605
H -3.472603 -2.253301 2.593357 -0.069 -0.051 -0.189 0.347
H -3.049893 -1.317455 5.025781 -0.207 -0.050 0.112 0.555
H -1.574909 -0.745524 4.345078 0.085 0.277 0.059 0.312
H -1.263202 -3.252872 3.460439 -0.202 -0.226 -0.138 0.373
H -0.796925 -2.748796 5.056865 0.042 -0.100 0.216 0.466
C 0.939627 3.003232 -5.281319 0.001 0.018 0.060 -1.427
C 0.466048 1.747743 -4.589776 -0.029 0.034 0.064 0.850
O 0.226770 1.722399 -3.391177 0.034 -0.007 -0.035 -0.606
N 0.310646 0.634178 -5.349613 0.061 0.097 -0.066 -0.137
C 0.543871 0.477091 -6.773946 -0.110 -0.218 0.236 -0.907
H 1.010634 3.795180 -4.542946 -0.023 -0.030 0.051 0.289
H 1.921671 2.850290 -5.729982 -0.030 0.020 -0.083 0.399
H 0.234502 3.306658 -6.055493 0.060 -0.003 -0.061 0.391
H -0.009647 -0.167235 -4.829764 -0.020 -0.020 -0.014 0.210
H -0.377007 0.169732 -7.271458 0.029 0.048 -0.087 0.300
H 1.301764 -0.288479 -6.946031 0.030 0.047 -0.087 0.295
H 0.882927 1.408383 -7.212846 0.005 0.028 0.009 0.341
```
Forces are in eV/Å.

Results
LUMO   -0.47 eV
Maximum force   1.4 eV/A
HOMO   -8.274 eV

- The highest maximum force belongs to which entry?
  C17H26F3IN4O5